[1]
{"formula": "C21H16AgAsF6NO4S2", "method": "ωB97M-V/def2-TZVPD", "symbols": ["Ag", "F", "C", "F", "F", "S", "O", "O", "N", "S", "O", "O", "C", "F", "F", "F", "C", "H", "H", "H", "C", "C", "C", "C", "C", "C", "As", "C", "C", "C", "C", "C", "C", "C", "C", "C", "C", "C", "C", "H", "H", "H", "H", "H", "H", "H", "H", "H", "H", "H", "H", "H"], "coordinates": [[-1.260, -0.060, -0.539], [-0.271, 0.344, -5.398], [-0.526, 1.439, -4.669], [0.446, 2.314, -4.919], [-1.672, 1.970, -5.119], [-0.775, 0.916, -2.885], [0.526, 0.617, -2.348], [-1.706, -0.147, -3.105], [-1.411, 2.219, -2.264], [-0.718, 2.866, -1.006], [-1.216, 4.190, -0.796], [-0.669, 2.018, 0.159], [1.112, 3.160, -1.380], [1.394, 3.188, -2.681], [1.909, 2.295, -0.769], [1.419, 4.377, -0.901], [-2.189, -2.011, 0.061], [-1.778, -2.834, -0.532], [-3.259, -1.965, -0.179], [-2.127, -2.335, 1.106], [1.262, -0.550, 7.305], [2.254, -0.649, 6.339], [1.927, -0.544, 4.997], [0.609, -0.335, 4.594], [-0.378, -0.248, 5.569], [-0.055, -0.360, 6.915], [0.258, -0.143, 2.624], [1.021, 1.649, 2.692], [2.356, 1.994, 2.585], [2.727, 3.333, 2.595], [1.756, 4.319, 2.690], [0.417, 3.976, 2.808], [0.040, 2.639, 2.835], [-1.335, 2.131, 2.939], [-2.482, 2.906, 3.059], [-3.723, 2.294, 3.135], [-3.834, 0.911, 3.071], [-2.694, 0.132, 2.930], [-1.449, 0.737, 2.865], [1.513, -0.619, 8.356], [3.285, -0.791, 6.641], [2.700, -0.627, 4.240], [-1.408, -0.094, 5.272], [-0.833, -0.279, 7.664], [3.106, 1.221, 2.462], [3.771, 3.608, 2.509], [2.041, 5.363, 2.656], [-0.336, 4.754, 2.846], [-2.410, 3.986, 3.074], [-4.614, 2.902, 3.233], [-4.809, 0.443, 3.122], [-2.771, -0.945, 2.859]], "forces_ev_per_a": [[-0.805, -2.110, 1.819], [0.063, -0.018, 0.128], [-0.271, -0.009, -0.168], [0.023, -0.028, 0.294], [0.043, -0.035, 0.053], [0.328, 0.242, -1.848], [0.284, -0.186, -0.134], [-0.362, 0.046, -0.013], [0.094, 0.072, -0.072], [0.458, 1.375, 0.044], [-0.263, -0.024, -0.219], [0.048, -0.316, -0.077], [0.342, 0.459, 0.175], [-0.130, -0.078, 0.011], [-0.116, -0.094, -0.049], [-0.109, -0.037, 0.094], [0.066, 0.296, -0.262], [0.066, 0.093, -0.071], [0.033, 0.073, -0.028], [0.172, 0.228, 0.059], [-0.053, -0.005, 0.015], [0.062, 0.065, 0.066], [-0.069, -0.094, -0.147], [-0.006, -0.198, -0.220], [-0.080, -0.072, -0.131], [0.043, 0.056, 0.057], [0.149, 0.071, 0.823], [-0.082, 0.235, -0.101], [-0.014, -0.092, -0.093], [0.045, -0.011, 0.036], [-0.007, 0.035, 0.010], [-0.087, 0.007, 0.035], [0.254, 0.018, -0.081], [-0.115, -0.170, -0.061], [0.072, 0.013, 0.032], [-0.034, 0.035, -0.019], [-0.010, 0.014, 0.087], [0.094, -0.110, -0.033], [-0.184, 0.223, -0.025], [0.016, -0.018, -0.004], [0.015, -0.030, -0.044], [0.065, 0.007, 0.073], [0.011, 0.031, 0.071], [-0.017, -0.017, -0.016], [0.038, 0.048, -0.007], [0.001, -0.007, -0.031], [0.002, 0.000, 0.006], [0.012, 0.018, 0.044], [-0.019, 0.010, 0.038], [-0.006, 0.000, -0.026], [0.006, -0.015, -0.017], [-0.064, 0.002, -0.072]], "nbo_charge": [0.65, -0.32, 0.72, -0.31, -0.32, 2.20, -0.94, -0.90, -1.20, 2.25, -0.92, -0.98, 0.73, -0.32, -0.30, -0.32, -1.21, 0.18, 0.18, 0.17, -0.23, -0.20, -0.24, -0.28, -0.18, -0.23, 0.96, -0.31, -0.21, -0.22, -0.21, -0.21, 0.04, -0.09, -0.19, -0.21, -0.24, -0.15, -0.32, 0.20, 0.20, 0.21, 0.21, 0.20, 0.21, 0.20, 0.21, 0.21, 0.21, 0.20, 0.21, 0.22], "fmax_ev_per_a": 2.90, "orbital_gap_ev": 7.291, "molar_mass_g_mol": 707.3, "spin_multiplicity": 1, "charge": -1}


[2]
{"formula": "C22H37F9N3O2P2S", "method": "ωB97M-V/def2-TZVPD", "symbols": ["C", "N", "C", "C", "O", "C", "C", "N", "C", "C", "P", "N", "C", "P", "C", "O", "C", "C", "C", "C", "C", "C", "F", "F", "C", "F", "F", "S", "F", "F", "F", "F", "F", "H", "H", "H", "H", "H", "H", "H", "H", "H", "H", "H", "H", "H", "H", "H", "H", "H", "H", "H", "H", "H", "H", "H", "H", "H", "H", "H", "H", "H", "H", "H", "C", "C", "C", "C", "C", "C", "H", "H", "H", "H", "H", "H"], "coordinates": [[2.117, -1.439, 4.110], [2.786, -0.170, 3.740], [4.128, -0.010, 4.320], [1.960, 0.954, 3.979], [1.984, 1.622, 4.971], [1.000, 1.286, 2.835], [1.696, 1.343, 1.486], [2.489, 2.622, 1.419], [3.577, 2.529, 0.386], [3.075, 1.791, -0.873], [4.096, 2.412, -2.305], [3.330, 3.023, -3.510], [1.550, 1.951, -1.012], [0.637, 1.167, -2.490], [1.962, 0.230, -3.349], [0.419, 2.507, -3.410], [0.824, 1.289, 0.217], [-0.566, 1.935, 0.380], [-1.705, 1.066, 0.932], [-1.887, -0.266, 0.186], [-1.097, -1.444, 0.779], [-1.968, -2.632, 1.140], [-2.565, -2.389, 2.337], [-2.964, -2.832, 0.256], [-1.161, -3.961, 1.362], [-1.835, -4.767, 2.179], [-0.005, -3.613, 1.972], [-0.730, -4.993, -0.190], [0.821, -4.690, -0.043], [-0.861, -3.697, -1.124], [-2.270, -5.298, -0.377], [-0.557, -6.283, 0.694], [-0.422, -5.840, -1.469], [1.768, -1.982, 3.230], [2.828, -2.073, 4.635], [1.274, -1.269, 4.783], [4.394, 1.046, 4.367], [4.197, -0.402, 5.338], [4.854, -0.528, 3.693], [0.230, 0.514, 2.819], [0.529, 2.239, 3.084], [2.434, 0.540, 1.476], [2.907, 2.837, 2.327], [1.851, 3.388, 1.192], [3.901, 3.549, 0.180], [4.396, 1.989, 0.862], [3.312, 0.729, -0.758], [4.860, 1.259, -2.561], [5.027, 3.248, -1.657], [3.573, 3.985, -3.713], [1.315, 3.023, -1.037], [1.470, -0.550, -3.933], [2.562, 0.861, -4.004], [2.603, -0.285, -2.627], [0.633, 2.379, -4.342], [0.724, 0.226, -0.025], [-0.469, 2.843, 0.991], [-0.887, 2.277, -0.606], [-2.623, 1.646, 0.827], [-1.605, 0.884, 2.004], [-2.952, -0.496, 0.154], [-1.573, -0.120, -0.849], [-0.315, -1.781, 0.099], [-0.607, -1.160, 1.713], [-6.358, 0.572, -4.063], [-6.882, -0.651, -3.667], [-6.230, -1.408, -2.704], [-5.053, -0.941, -2.134], [-4.532, 0.283, -2.529], [-5.181, 1.040, -3.495], [-6.867, 1.161, -4.815], [-7.800, -1.014, -4.109], [-6.637, -2.363, -2.398], [-4.544, -1.535, -1.385], [-3.612, 0.648, -2.087], [-4.772, 1.993, -3.805]], "forces_ev_per_a": [[-0.102, -0.077, -0.353], [0.273, 0.390, 0.263], [-0.035, -0.150, 0.213], [-0.268, -0.574, -0.454], [0.367, 0.597, 0.265], [0.002, -0.025, 0.187], [-0.202, -0.282, -0.060], [0.230, 0.002, 0.050], [-0.088, -0.093, -0.011], [0.090, 0.177, 0.179], [-0.179, 0.036, -0.272], [0.257, 0.110, 0.236], [-0.019, -0.308, 0.187], [0.112, 0.211, 0.115], [-0.119, -0.131, -0.040], [-0.275, -0.232, -0.078], [0.111, 0.277, -0.061], [0.067, -0.056, 0.060], [-0.027, -0.042, 0.011], [0.026, 0.206, 0.023], [0.082, 0.028, -0.084], [0.111, -0.108, 0.026], [-0.065, 0.092, 0.142], [-0.018, -0.100, -0.084], [0.081, 0.008, 0.060], [0.018, 0.122, -0.158], [-0.159, -0.128, 0.041], [-0.176, 0.146, -0.051], [0.073, 0.078, 0.010], [-0.038, -0.041, 0.069], [0.059, 0.018, 0.024], [0.043, -0.036, 0.127], [0.018, -0.066, -0.128], [-0.017, 0.016, 0.014], [0.019, 0.009, -0.038], [0.032, -0.005, 0.010], [-0.013, -0.019, -0.061], [-0.018, 0.044, -0.001], [-0.033, -0.059, 0.037], [0.017, 0.016, -0.055], [-0.205, -0.130, -0.011], [0.076, 0.098, -0.066], [-0.082, 0.040, 0.003], [-0.003, -0.015, 0.027], [-0.046, 0.008, -0.002], [0.044, 0.068, -0.021], [0.006, 0.024, -0.053], [0.021, -0.021, -0.034], [0.117, -0.112, 0.096], [-0.114, -0.027, -0.107], [-0.110, -0.063, -0.177], [0.066, 0.032, -0.041], [0.001, -0.010, 0.038], [-0.029, -0.025, -0.019], [0.175, 0.169, 0.056], [-0.115, 0.026, 0.076], [-0.045, 0.020, -0.057], [0.030, 0.024, 0.011], [0.034, 0.039, -0.006], [-0.010, -0.005, -0.021], [0.043, -0.086, 0.056], [-0.121, -0.073, -0.051], [-0.026, 0.008, -0.018], [0.016, -0.044, -0.040], [0.001, 0.002, 0.000], [-0.001, -0.001, 0.000], [-0.002, 0.000, -0.003], [0.009, 0.008, 0.007], [0.041, -0.001, 0.014], [-0.008, -0.002, 0.006], [0.000, -0.001, 0.000], [0.002, -0.001, -0.003], [-0.002, 0.002, 0.004], [-0.002, -0.007, -0.008], [0.002, 0.006, -0.018], [-0.003, 0.001, 0.003]], "lowdin_charge": [-0.02, -0.18, -0.06, -0.47, 0.15, -0.04, -0.22, 0.11, -0.14, -0.42, 0.75, -0.26, -0.38, 0.94, -0.27, -0.32, -0.30, -0.17, -0.17, -0.16, -0.08, -0.46, 0.13, 0.11, -0.42, 0.14, 0.10, 0.77, -0.14, -0.14, -0.11, -0.11, -0.10, 0.07, 0.09, 0.10, 0.08, 0.09, 0.09, 0.11, 0.14, 0.15, 0.18, 0.18, 0.12, 0.14, 0.11, 0.01, 0.01, 0.00, 0.12, 0.04, 0.01, 0.03, 0.06, 0.11, 0.12, 0.10, 0.12, 0.10, 0.11, 0.08, 0.11, 0.11, -0.09, -0.09, -0.09, -0.09, -0.10, -0.10, 0.10, 0.10, 0.10, 0.08, 0.08, 0.10], "fmax_ev_per_a": 0.78, "orbital_gap_ev": 7.959, "molar_mass_g_mol": 640.6, "spin_multiplicity": 1, "charge": 1}


| no. | electronic energy (eV) |
| --- | --- |
| 1 | -134529.8369 |
| 2 | -85841.0560 |